Record 1
Computed, not measured: one molecule with the formula C10H10N2O2S, with the ωB97M-V functional and the def2-TZVPD basis.

Geometry (Å):
C1 1.38399 -2.90031 0.71864
C2 2.54455 -2.21707 0.71897
C3 0.52865 -0.84733 0.68264
C4 1.30278 1.85032 -1.34045
C5 0.87868 2.35033 -0.06366
C6 0.57962 0.97559 -2.04012
C7 0.09419 1.65824 0.76093
C8 -1.67718 -0.07526 0.83781
C9 -0.85394 0.62128 -1.74272
C10 -0.35492 0.28079 0.64199
N1 0.21023 -2.13709 0.63677
N2 -2.28691 -1.30468 0.87794
O1 -2.64073 0.93891 0.79614
O2 -1.61457 1.54712 -1.60952
S1 2.22872 -0.48841 0.84254
H1 1.29724 -4.07229 0.71305
H2 3.56162 -2.39125 0.75854
H3 2.21464 2.27463 -1.66124
H4 1.08016 3.32262 0.08290
H5 0.80337 0.58510 -3.07394
H6 -0.42469 2.05539 1.69519
H7 -1.26286 -0.34785 -1.90651
H8 -1.61489 -1.94522 1.29882
H9 -3.22866 -1.24870 1.29080
H10 -2.74911 1.51516 0.08449

E_LUMO in eV: 0.23
SMILES: N/C(O)=C(/C=C\C=C/C=O)c1nccs1
Charge: 0
HOMO in hartree: -0.284

---

Record 2
Computed, not measured: one molecule with the formula C10H10N2O2S, with the ωB97M-V functional and the def2-TZVPD basis.

Geometry (Å):
C1 1.68186 -2.57655 1.85084
C2 -0.01791 2.95578 0.47229
C3 -1.26131 2.35764 0.48460
C4 1.13117 2.18040 0.61218
C5 -1.43543 0.90728 0.68464
C6 0.99973 0.79427 0.76381
C7 -0.28592 0.18697 0.73756
C8 2.12115 -0.33849 0.90682
C9 1.36097 -1.60926 0.78523
C10 -1.56692 -2.42234 -1.21012
N1 2.01373 -3.30405 2.68099
N2 -0.14268 -1.23592 0.77616
O1 -2.46745 -1.72260 1.10176
O2 -0.78590 -3.56200 1.05838
S1 -1.29554 -2.29214 0.59674
H1 0.25666 3.95459 0.39449
H2 -2.17053 2.95514 0.46067
H3 2.16753 2.67353 0.50065
H4 -2.52432 0.54292 0.85601
H5 2.81843 -0.33396 0.10922
H6 2.75692 -0.19765 1.82760
H7 1.55243 -2.18847 -0.11239
H8 -2.25448 -3.27837 -1.51871
H9 -2.09900 -1.44720 -1.49395
H10 -0.57032 -2.67961 -1.54109

E_LUMO in eV: 0.47
SMILES: CS(=O)(=O)N1c2ccccc2C[C@H]1C#N
Charge: 0
HOMO in hartree: -0.337

---

Record 3
Computed, not measured: C10H10N2O4SY as an isolated structure, with the ωB97M-V functional and the def2-TZVPD basis.

Geometry (Å):
Y1 0.02897 -0.37502 -1.58273
O1 0.02356 3.11739 -1.53767
C1 0.02484 1.96675 -1.60832
C2 0.03386 -2.74668 -1.66906
O2 0.03635 -3.89909 -1.54434
C3 2.39043 -0.39248 -1.80959
O3 3.52136 -0.38846 -1.78364
C4 -2.33191 -0.40137 -1.80878
O4 -3.46280 -0.40159 -1.78311
C5 0.02797 0.29385 -4.14709
H1 -0.91144 0.88602 -4.18359
H2 0.96526 0.88936 -4.18403
C6 0.03044 -1.08214 -4.13623
H3 0.96850 -1.67553 -4.18000
H4 -0.90542 -1.67899 -4.17955
C7 -0.09194 -1.14346 3.97909
N1 -0.05223 0.13756 3.31212
C8 -0.05698 1.38520 3.94467
C9 -0.00209 2.34229 2.93983
N2 0.03385 1.61868 1.75438
C10 0.00189 0.27340 1.96883
S1 0.03952 -1.18701 0.87171
H5 -0.97469 -1.74255 3.69423
H6 0.79468 -1.76403 3.75840
H7 -0.12961 -0.99089 5.06413
H8 -0.09709 1.47496 5.03446
H9 0.01479 3.44447 2.98001
H10 0.07994 2.03938 0.83589

E_LUMO in eV: -13.59
Charge: +3
HOMO in hartree: -0.693

---

Record 4
Computed, not measured: C10H10N4Yb as an isolated structure, with the ωB97M-V functional and the def2-TZVPD basis.

Geometry (Å):
C1 -1.21233 -1.14273 -1.79708
C2 -0.23737 -0.35527 -2.46561
C3 -0.58670 1.01412 -2.30074
C4 -1.77661 1.07143 -1.51875
C5 -2.15450 -0.26339 -1.19648
Yb1 0.04827 0.26712 0.12339
C6 1.95837 -1.59222 0.21204
C7 0.89702 -2.24274 0.93468
C8 0.74749 -3.65037 0.88880
N1 -0.07672 -1.48381 1.55098
H1 -0.07306 1.86714 -2.75658
H2 0.61628 -0.74138 -3.03613
H3 -2.33246 1.97864 -1.25647
H4 -3.03103 -0.56718 -0.61180
H5 -1.23864 -2.23957 -1.75816
H6 2.21552 -2.04300 -0.74404
H7 -0.75104 -2.03969 2.09321
H8 2.49431 -0.72744 0.62517
H9 1.45328 -4.20744 0.27509
H10 -0.09364 -4.14603 1.38703
N2 0.58553 1.97882 1.51813
C9 0.78861 3.00083 2.08260
N3 1.07683 4.05055 2.73706
C10 0.54458 5.23064 2.53452
N4 0.11242 6.31315 2.41034

E_LUMO (alpha / beta) in eV: 3.07 / 2.06
Spin multiplicity: 2
Charge: -1
HOMO (alpha / beta) in hartree: -0.130 / -0.126

---

Record 5
Computed, not measured: C10H10N5O4RbS5 as an isolated structure, with the ωB97M-V functional and the def2-TZVPD basis.

Geometry (Å):
Rb1 2.61955 -0.50845 -0.63202
C1 -1.78559 -4.35633 0.49546
C2 -1.27965 -3.49286 1.58733
N1 -1.75793 -3.42000 2.79031
N2 -0.95812 -2.48288 3.39721
C3 0.00110 -1.97052 2.60088
S1 1.12094 -0.79689 2.98496
N3 -0.21654 -2.63625 1.42576
N4 0.56887 -2.48801 0.29116
H1 -2.52100 -5.04575 0.90278
H2 -0.95572 -4.89483 0.02607
H3 -2.25722 -3.74829 -0.28126
H4 -1.08902 -2.23339 4.35926
H5 -0.03748 -2.20798 -0.47594
H6 0.97354 -3.42094 0.04906
S2 5.26176 -2.41059 -0.81780
S3 4.58812 -4.21645 -1.60383
S4 2.56936 -4.12273 -2.06094
S5 1.54030 -5.36124 -0.71646
O1 2.93016 2.25276 -1.02866
C4 2.18123 3.20886 -0.97240
C5 0.72802 3.22289 -0.96396
C6 0.13967 4.46685 -0.80192
C7 -1.23429 4.61718 -0.77270
C8 -2.07185 3.48520 -0.91431
C9 -1.52861 2.25528 -1.08542
C10 -0.09272 2.02539 -1.12328
O2 0.37377 0.88861 -1.29393
N5 -1.80580 5.91279 -0.60673
O3 -1.06017 6.88352 -0.47575
O4 -3.03214 6.01613 -0.57097
H7 2.61930 4.23151 -0.93013
H8 0.76509 5.34473 -0.69498
H9 -3.14357 3.62423 -0.88700
H10 -2.15337 1.37847 -1.19984

E_LUMO in eV: 3.99
Charge: -2
HOMO in hartree: -0.022

---

Record 6
Computed, not measured: a 2-piece molecular cluster, C10H10O overall, with the ωB97M-V functional and the def2-TZVPD basis.

Geometry (Å):
C1 -2.54676 0.89710 0.82795
C2 -1.90988 1.03585 -0.41179
C3 -1.98195 -0.05281 1.60271
C4 -0.84109 0.24446 -0.89213
C5 -0.93439 -0.84182 1.18746
C6 -0.33929 -0.75794 -0.04303
C7 1.76084 1.09573 -0.19276
C8 1.94278 1.55618 -1.38991
C9 1.72419 -2.04124 0.30397
C10 0.79452 -1.47851 -0.47284
O1 1.87899 0.99926 0.95623
H1 -3.27850 1.54865 1.05828
H2 -2.22115 1.83181 -1.14107
H3 -2.39130 -0.25421 2.60690
H4 -0.37710 0.46083 -1.75367
H5 -0.36364 -1.46262 1.97264
H6 1.02597 1.49008 -2.13180
H7 2.86877 1.81991 -1.97815
H8 1.45772 -2.36325 1.31894
H9 2.67244 -2.49847 -0.00025
H10 1.05881 -1.22898 -1.42768

E_LUMO in eV: 0.37
SMILES: C=Cc1ccccc1.C=C=O
Charge: 0
HOMO in hartree: -0.321

---

Record 7
Computed, not measured: one molecule with the formula C10H10O2, with the ωB97M-V functional and the def2-TZVPD basis.

Geometry (Å):
C1 -0.07696 -0.49243 3.88927
C2 0.17412 0.14985 1.54409
C3 0.92799 -0.98366 1.07124
C4 1.03267 -1.21282 -0.32031
C5 0.28498 -0.40428 -1.18221
C6 0.30324 -0.41729 -2.75513
C7 -0.64735 0.72423 -3.14221
C8 -1.00251 1.40931 -1.84025
C9 -0.42029 0.67925 -0.69751
C10 -0.35233 1.10167 0.68526
H1 0.46877 -1.28716 3.71939
H2 -1.24195 -0.68325 3.82136
H3 0.34307 -0.12599 4.87872
H4 1.59109 -1.68905 1.68282
H5 1.58381 -1.95561 -0.67707
H6 -0.06757 -1.23407 -3.31457
H7 1.34341 -0.40837 -3.14393
H8 -0.52803 1.26566 -4.00175
H9 -1.18256 2.43100 -1.64529
H10 -0.71817 2.09504 0.99901
O1 0.08124 0.54168 2.85023
O2 -1.89667 0.49628 -2.42116

E_LUMO in eV: 0.96
SMILES: COc1ccc2c(c1)[C@@H]1O[C@@H]1C2
Charge: 0
HOMO in hartree: -0.302

---

Record 8
Computed, not measured: C10H11BN2O2 as an isolated structure, with the ωB97M-V functional and the def2-TZVPD basis.

Geometry (Å):
B1 -1.43979 -0.77593 -0.84554
C1 2.31861 2.65599 -1.36646
C2 1.02964 2.99779 -0.97260
C3 2.74157 1.34022 -1.49238
C4 0.18413 1.93999 -0.57536
C5 1.89929 0.28515 -1.03942
C6 0.69054 0.63352 -0.49712
C7 0.17391 -2.26220 1.51341
C8 -1.36881 -0.53979 2.25879
C9 -1.05056 -1.99325 2.39048
C10 -0.15051 -0.48365 0.00544
N1 0.56044 -1.54235 0.54558
N2 -1.18945 0.28349 1.34080
O1 -1.84380 -0.02607 -1.92725
O2 -2.17230 -1.93949 -0.62471
H1 2.91084 3.58340 -1.56091
H2 0.94860 4.02878 -1.01212
H3 3.76078 1.17459 -1.97711
H4 -0.79443 1.90033 -0.19911
H5 2.02368 -0.74367 -0.96481
H6 0.78295 -2.98933 1.76766
H7 -1.72876 -0.06660 3.29409
H8 -1.95362 -2.57026 2.12311
H9 -0.78344 -2.32975 3.38890
H10 -2.51388 -0.34927 -2.59668
H11 -3.03564 -2.21168 -0.97669

E_LUMO (alpha / beta) in eV: 0.30 / -2.39
Spin multiplicity: 3
Charge: 0
HOMO (alpha / beta) in hartree: -0.174 / -0.319

---

Here are the calculated F_max numbers, same order: 4.6; 4.0; 7.8; 2.3; 0.5; 5.3; 6.4; 4.9 (eV/A).